No. 1
{
  "formula": "C6H13NO",
  "method": "ωB97M-V/def2-TZVPD",
  "multiplicity": 1,
  "smiles": "C=C[C@@](N)(O)C(C)C",
  "homo_energy_ha": -0.341,
  "charge": 0,
  "e_above_lowest_kcal_mol": 32.3,
  "gap_ev": 10.195,
  "mol_weight_g_mol": 115.2,
  "total_energy_ev": -9969.7744,
  "symbols": ["H", "H", "H", "C", "O", "H", "C", "H", "H", "H", "C", "C", "H", "C", "H", "H", "N", "H", "H", "H", "C"],
  "xyz": [[0.041, -2.340, -1.454], [-1.423, -1.649, -2.170], [1.327, 1.349, -0.574], [-0.473, -1.413, -1.696], [1.227, -1.541, 0.663], [-0.834, 1.302, -1.490], [-0.742, -0.554, -0.394], [-1.388, -1.139, 0.269], [0.570, -2.134, 1.043], [-0.421, -0.138, 2.315], [-1.438, 0.746, -0.777], [0.718, 1.591, 2.067], [-1.609, 1.369, 0.099], [0.232, 0.433, 1.663], [2.472, 0.209, -0.206], [1.375, 2.191, 1.455], [1.528, 0.358, -0.538], [0.488, 2.001, 3.038], [-2.396, 0.528, -1.243], [0.146, -0.840, -2.379], [0.602, -0.329, 0.311]]
}

***

No. 2
{
  "formula": "C41H34BrMgN5OS3",
  "method": "ωB97M-V/def2-TZVPD",
  "multiplicity": 1,
  "homo_energy_ha": -0.498,
  "charge": 2,
  "e_above_lowest_kcal_mol": 17.4,
  "gap_ev": 8.853,
  "mol_weight_g_mol": 813.2,
  "total_energy_ev": -160543.5750,
  "symbols": ["H", "O", "H", "C", "C", "C", "H", "C", "N", "H", "C", "C", "C", "C", "H", "H", "H", "C", "H", "C", "H", "H", "C", "H", "H", "C", "H", "N", "C", "C", "H", "C", "H", "C", "H", "C", "C", "C", "C", "N", "C", "H", "C", "H", "H", "S", "C", "C", "H", "C", "H", "C", "H", "C", "C", "C", "C", "S", "C", "C", "H", "H", "H", "C", "H", "H", "C", "C", "Br", "H", "C", "C", "H", "H", "H", "C", "S", "H", "H", "N", "Mg", "C", "C", "N", "H", "C"],
  "xyz": [[-4.674, -0.242, 3.972], [5.273, -1.413, 6.516], [2.209, 6.093, 0.265], [-3.806, 0.243, 3.553], [0.355, -5.230, -1.750], [-0.034, 3.892, 1.485], [1.971, 3.675, 0.785], [-3.391, -0.657, -0.494], [-0.169, -0.326, -1.500], [0.447, -5.974, -2.525], [-2.101, -1.650, -4.358], [-0.290, -4.617, 0.485], [4.519, -1.243, 5.447], [1.157, 4.369, 0.961], [-0.393, 1.625, -3.248], [4.968, -0.711, -5.231], [-1.496, 1.485, -5.465], [2.954, -1.252, -4.770], [-4.627, 2.643, -2.058], [2.581, -1.608, 4.086], [-1.530, -2.427, -2.449], [1.630, -2.083, 3.877], [0.211, 6.569, 0.886], [0.294, 7.613, 0.625], [5.543, -0.124, -2.901], [-1.592, 1.492, 2.483], [-0.694, -4.883, 1.449], [-0.314, 1.670, 0.138], [-2.537, -0.116, 3.981], [4.552, -0.476, -3.145], [0.999, -1.722, -4.027], [1.993, -1.385, -3.781], [-0.454, -6.593, -0.317], [3.287, -1.881, 5.237], [5.927, 0.120, 4.564], [-2.962, 1.612, -1.202], [-1.425, 0.511, 3.447], [-0.968, 6.084, 1.429], [-0.869, 0.711, -3.572], [1.680, -0.860, 0.206], [4.976, -0.371, 4.444], [-2.576, -2.568, -4.664], [-5.144, 0.649, -1.472], [-5.380, -1.373, -0.802], [-1.796, 6.751, 1.614], [-0.861, 0.199, -0.019], [-2.091, -0.554, -5.207], [-3.963, 1.222, 2.585], [-4.951, 1.503, 2.256], [-1.501, -1.575, -3.113], [-2.266, 2.433, -1.285], [3.604, -0.616, -2.147], [-2.010, 4.366, 2.173], [-1.097, 4.738, 1.738], [-2.531, 0.417, -0.652], [-4.277, 1.722, -1.619], [-2.853, 1.841, 2.031], [1.199, -1.273, -1.106], [-0.161, -5.574, -0.512], [1.281, 5.715, 0.667], [3.829, -0.397, -1.110], [-0.416, 0.262, 3.755], [-2.973, 2.569, 1.245], [4.226, -0.802, -4.452], [2.898, -2.575, 5.966], [-6.170, 0.743, -1.792], [2.337, -1.065, -2.479], [0.111, -3.317, 0.241], [4.716, 0.978, 1.942], [-2.416, -0.881, 4.733], [4.180, -0.175, 3.341], [0.633, -2.987, -1.000], [4.893, -2.026, 7.164], [1.192, -3.670, -2.958], [2.706, -1.511, -5.787], [-1.490, 0.629, -4.807], [-0.068, 2.110, 1.706], [-3.027, -1.569, -0.044], [0.058, -2.549, 1.001], [1.138, 1.622, 2.401], [2.161, 0.288, 1.619], [0.765, -3.929, -2.003], [-4.704, -0.541, -0.913], [3.009, -0.765, 3.149], [-2.552, -0.628, -6.178], [-0.862, -0.399, -2.733]]
}

***

No. 3
{
  "formula": "C35H54MnN3O2S",
  "method": "ωB97M-V/def2-TZVPD",
  "multiplicity": 5,
  "homo_energy_ha": [-0.285, -0.289],
  "charge": 0,
  "s2": 6.0630,
  "gap_ev": [6.811, 8.132],
  "mol_weight_g_mol": 635.8,
  "total_energy_ev": -87895.1524,
  "symbols": ["H", "C", "H", "N", "H", "C", "H", "H", "O", "H", "H", "C", "H", "C", "H", "H", "C", "H", "C", "C", "C", "H", "H", "H", "H", "C", "H", "H", "H", "H", "C", "C", "C", "H", "C", "C", "H", "C", "C", "H", "H", "H", "H", "H", "Mn", "C", "C", "H", "C", "H", "H", "H", "C", "H", "H", "C", "H", "H", "C", "H", "H", "C", "H", "C", "H", "S", "N", "O", "H", "H", "C", "H", "H", "C", "C", "C", "C", "H", "C", "H", "C", "C", "H", "H", "H", "N", "H", "H", "H", "H", "C", "H", "C", "C", "H", "H"],
  "xyz": [[-1.447, -1.559, -1.684], [0.230, 1.325, 3.268], [2.475, -5.436, -0.634], [-0.919, -1.107, 0.275], [2.371, 1.813, -1.913], [-3.709, 0.550, 2.030], [1.778, -0.595, 4.014], [-2.990, -1.417, 0.591], [0.462, 0.341, -1.707], [-6.883, 1.768, 2.395], [-3.142, 5.595, 2.548], [0.598, -2.006, -1.531], [1.961, 1.876, -4.966], [-3.495, 2.871, 2.443], [-0.569, 3.956, -0.506], [2.127, -1.293, 2.419], [3.411, -0.480, 0.216], [-3.851, 5.265, 0.962], [2.501, -3.234, -2.360], [-0.774, -1.964, -0.931], [1.625, 0.969, -4.454], [3.507, 2.406, -3.126], [-0.223, 5.626, 1.928], [4.228, 1.046, -4.994], [4.658, -3.979, -4.073], [-2.450, 2.997, 1.516], [-0.231, -1.483, 3.579], [4.025, 1.183, -1.956], [-0.952, 4.608, 3.183], [3.841, -2.068, -3.528], [1.853, -0.382, 2.942], [4.689, -4.313, -3.033], [1.291, -3.195, -1.677], [-6.370, 0.093, 2.606], [2.259, -0.827, -2.835], [2.540, -5.526, -3.366], [0.865, -4.101, -1.253], [-5.230, 1.536, 3.791], [-6.521, 1.041, 3.126], [-5.873, 3.622, 3.781], [-1.419, -0.433, 2.827], [-5.556, 0.430, 5.634], [-1.184, 5.608, -0.421], [0.441, -2.299, 1.284], [0.565, 0.626, 0.140], [-2.917, 5.478, 1.487], [-1.975, 1.815, 0.951], [-2.543, -0.344, -0.730], [-2.652, 0.610, 1.139], [-2.241, 4.288, -0.932], [5.247, -5.252, -3.007], [5.242, -3.572, -2.450], [3.289, -4.541, -2.461], [-7.302, 0.891, 3.876], [-4.210, -0.404, 2.169], [-2.314, -0.600, 0.303], [-3.838, 3.768, 2.937], [3.729, -0.633, -5.206], [-0.659, 4.644, 2.130], [-2.540, 6.439, 1.133], [-4.639, 3.255, 4.999], [1.113, -0.816, -2.042], [-6.305, 2.719, 5.233], [-5.521, 2.864, 4.486], [0.115, 3.893, 1.963], [4.850, -1.175, 0.239], [0.557, 0.136, 2.464], [-0.820, 1.794, 0.233], [3.921, -4.450, -0.380], [1.012, 2.073, 3.141], [-0.535, -1.845, 1.480], [-1.240, -2.661, 1.686], [2.426, -5.117, -4.373], [2.753, 0.432, -3.560], [2.925, -2.050, -2.959], [3.186, 1.521, -2.570], [3.440, -5.155, -1.062], [-4.638, -0.472, 4.426], [-0.460, -0.915, 2.671], [4.053, -6.059, -1.114], [-1.432, 4.558, -0.249], [3.955, 0.132, -4.460], [3.087, -6.471, -3.438], [-1.116, -2.981, -0.700], [4.829, -0.190, -3.888], [2.354, 0.036, 0.246], [1.356, 0.231, -5.214], [2.638, 0.350, 2.778], [0.735, 1.210, -3.874], [0.168, 1.066, 4.330], [-4.124, 1.669, 2.744], [-0.719, 1.746, 2.951], [-1.864, 4.392, 1.215], [-4.793, 0.520, 4.857], [-3.858, 0.832, 5.328], [1.542, -5.740, -2.976]]
}

***

No. 4
{
  "formula": "C6H7F",
  "method": "ωB97M-V/def2-TZVPD",
  "multiplicity": 1,
  "smiles": "F[C@@H]1[C@@H]2C=CC[C@H]12",
  "homo_energy_ha": -0.335,
  "charge": 0,
  "e_above_lowest_kcal_mol": 47.3,
  "gap_ev": 10.084,
  "mol_weight_g_mol": 98.1,
  "total_energy_ev": -9049.8038,
  "symbols": ["C", "C", "C", "H", "C", "H", "H", "H", "F", "H", "H", "C", "C", "H"],
  "xyz": [[0.879, 0.154, -0.500], [-0.918, 0.535, 1.083], [0.145, -1.198, -0.215], [2.032, 0.215, -0.488], [0.075, -0.446, -1.513], [0.612, -2.196, -0.273], [0.527, -0.944, -2.355], [-1.509, -1.489, 1.691], [-0.917, 0.354, -2.020], [-0.109, 2.148, -0.015], [1.126, 1.361, 1.197], [-0.852, -0.759, 0.887], [0.273, 1.180, 0.511], [-1.365, 1.086, 2.011]]
}